{
  "formula": "CHF2O3",
  "method": "ωB97M-V with the def2-TZVPD basis set",
  "species": ["C", "O", "O", "O", "F", "F", "H"],
  "coordinates": [[-0.3280, -0.4047, 0.0118], [-1.2017, 1.6245, -0.2557], [1.1406, 0.0883, 0.5638], [-0.3801, 0.8491, -0.6418], [-1.0753, -0.6535, 0.9978], [-0.1407, -1.3566, -0.8245], [1.9852, -0.1472, 0.1486]],
  "atomic_forces_ev_per_a": [[8.1435, -2.4251, 2.4664], [-2.3318, 2.7716, 1.1711], [-3.8048, -0.6609, 0.9246], [0.0099, -0.1996, -2.8697], [-0.5664, 0.8147, -0.5431], [-1.0787, 0.3937, -0.2721], [-0.3716, -0.6945, -0.8773]],
  "homo_lumo_gap_ev": [14.2, 6.8],
  "fmax_ev_per_a": 8.848,
  "multiplicity": 3,
  "total_energy_ha": -463.544304,
  "lumo_energy_ev": [-3.96, -10.82],
  "total_charge": 1
}

***

{
  "formula": "CHF2O3P",
  "method": "ωB97M-V with the def2-TZVPD basis set",
  "species": ["C", "O", "O", "O", "F", "F", "P", "H"],
  "coordinates": [[-0.7949, -0.0807, -0.1248], [1.4772, 1.2270, -0.2512], [1.8064, -1.2949, -0.2978], [0.7668, -0.0866, 1.7785], [-1.7151, -0.0552, -1.7649], [-1.8151, -0.6071, 0.5575], [1.1207, -0.1085, 0.2658], [-0.8459, 1.0060, -0.1633]],
  "atomic_forces_ev_per_a": [[-0.8991, 1.5723, -1.6555], [0.5174, 1.6186, -1.0428], [0.6032, -1.1161, -0.3432], [0.2606, -0.3119, -1.1494], [1.1169, -0.3567, 1.3454], [0.3273, -0.3945, 0.0949], [-1.1717, -1.0469, 2.4521], [-0.7545, 0.0352, 0.2985]],
  "homo_lumo_gap_ev": 7.4,
  "fmax_ev_per_a": 2.912,
  "total_energy_ha": -805.518860,
  "lumo_energy_ev": 7.51,
  "total_charge": -2
}

***

{
  "formula": "CHF2P",
  "method": "ωB97M-V with the def2-TZVPD basis set",
  "species": ["C", "F", "F", "P", "H"],
  "coordinates": [[0.7276, -0.6854, -0.6121], [0.3554, -1.7917, -1.3064], [1.4340, 0.0373, -1.3913], [-1.0488, 0.8675, 2.1856], [-1.4682, 1.5724, 1.1241]],
  "atomic_forces_ev_per_a": [[-0.9238, -1.4729, 0.1451], [0.8050, 1.7256, 0.4982], [0.1096, -0.2422, -0.6422], [0.6165, -1.0390, 1.5789], [-0.6073, 1.0286, -1.5801]],
  "homo_lumo_gap_ev": [7.4, 7.3],
  "fmax_ev_per_a": 1.988,
  "total_energy_ha": -579.591557,
  "lumo_energy_ev": [-1.26, -1.29]
}